(one)
Formula: C4H9N4
Source: the Open Molecules 2025 dataset
Level of theory: the ωB97M-V functional and the def2-TZVPD basis

Last column: Mulliken charge in e.
Cartesian coordinates (Å):
N -1.55 1.85 -0.22  -0.487
N -2.44 -1.29 0.02  -0.510
N 1.92 1.25 0.05  -0.293
N 1.44 -1.96 0.18  -0.468
C 0.67 0.36 -0.02  -0.243
C -1.36 -0.49 -0.01  0.171
C 0.62 -0.94 0.09  0.014
C -0.86 0.72 -0.12  0.104
H 1.91 1.90 0.88  0.406
H -1.08 2.75 -0.34  0.212
H -2.33 -2.01 -0.69  0.317
H 2.35 -1.87 0.66  0.213
H -2.69 -1.79 0.87  0.288
H 2.81 0.66 0.02  0.369
H 2.00 1.92 -0.83  0.430
H 0.96 -2.88 0.13  0.245
H -2.38 1.82 -0.69  0.231

Results
total charge	+1
orbital gap	7.3	eV

(two)
Formula: C4H9N4
Source: the Open Molecules 2025 dataset
Level of theory: the ωB97M-V functional and the def2-TZVPD basis

Last column: Mulliken charge in e.
Cartesian coordinates (Å):
N -1.13 0.20 1.28  -0.238
N 0.00 -0.84 -2.02  -0.440
N -1.94 -0.64 0.90  -0.365
N 0.36 1.93 0.51  -0.272
C -0.63 -0.60 -0.89  0.491
C -0.05 0.37 0.36  0.467
C 1.26 -0.35 0.91  -1.410
C -1.73 -1.18 -0.33  -0.763
H 2.06 0.25 0.77  0.477
H -0.41 2.64 0.25  0.377
H 0.63 1.70 1.54  0.465
H 1.16 2.01 -0.11  0.356
H 1.51 -1.45 0.53  0.326
H 1.10 -0.42 1.95  0.471
H -0.26 -1.66 -2.66  0.282
H -2.48 -1.87 -0.53  0.552
H 0.56 -0.09 -2.47  0.225

Results
total charge	+1
orbital gap	8.6	eV
SMILES	C[C@]1([NH3+])N=NC=C1N

(three)
Formula: C4H9N4
Source: the Open Molecules 2025 dataset
Level of theory: the ωB97M-V functional and the def2-TZVPD basis

Last column: Mulliken charge in e.
Cartesian coordinates (Å):
N -0.09 1.19 0.13  -0.178
N 1.62 0.08 1.29  -0.749
N 1.49 0.04 -1.09  -0.607
N -2.09 0.15 -0.18  -0.033
C -1.39 -1.12 -0.09  -0.520
C -1.39 1.26 -0.08  -0.037
C 0.71 0.02 0.18  0.915
C -0.10 -1.23 0.24  -0.673
H -1.91 2.22 -0.24  0.386
H 0.72 0.12 -1.85  0.290
H 2.06 -0.84 -1.06  0.295
H 0.42 2.01 0.55  0.302
H -3.03 0.04 -0.52  0.274
H 2.30 0.88 1.12  0.305
H 0.52 -2.09 0.43  0.405
H -2.05 -2.01 -0.08  0.358
H 2.20 -0.71 1.23  0.267

Results
total charge	+1
orbital gap	9.5	eV
SMILES	NC1(N)C=CNC=[NH+]1

In terms of stability, (three) leads; the second structure lies 314.5 kJ/mol higher.

(one)
Formula: C4H10N2OS
Source: the Open Molecules 2025 dataset
Level of theory: the ωB97M-V functional and the def2-TZVPD basis

Last column: Mulliken charge in e.
Cartesian coordinates (Å):
S -2.31 -1.15 0.23  -0.245
O 1.57 1.27 1.50  -0.570
N 2.53 0.50 -0.45  -0.366
N -4.40 1.35 -0.86  -0.668
C 0.33 -0.26 0.13  -0.296
C 3.15 -0.83 -0.59  -0.835
C 1.39 0.54 0.54  0.509
C -0.82 -0.62 0.99  -0.491
H -0.57 -1.37 1.75  0.337
H 2.81 -1.22 -1.54  0.283
H 3.05 -1.45 0.30  0.317
H -4.84 1.47 0.05  0.252
H 3.14 1.06 0.14  0.319
H -3.60 0.73 -0.69  0.170
H -5.08 0.85 -1.41  0.233
H 0.26 -0.43 -0.94  0.373
H 4.24 -0.77 -0.69  0.341
H -0.86 0.34 1.54  0.335

Results
total charge	0
orbital gap	5.2	eV

(two)
Formula: C4H10N2OS
Source: the Open Molecules 2025 dataset
Level of theory: the ωB97M-V functional and the def2-TZVPD basis

Last column: Mulliken charge in e.
Cartesian coordinates (Å):
S -1.29 -0.07 0.30  0.575
O -1.25 -1.46 0.66  -0.606
N -0.36 -0.06 -1.08  -0.252
N -0.06 0.50 1.45  -0.441
C -3.50 1.40 -0.49  -0.426
C 0.89 -0.68 -1.20  -0.644
C 1.24 -0.14 1.30  -0.637
C 1.79 -0.10 -0.10  -0.513
H -4.08 0.45 -0.41  0.221
H -2.93 1.45 -1.53  0.157
H 2.05 0.94 -0.23  0.302
H 2.78 -0.58 -0.12  0.334
H -0.36 0.39 2.48  0.306
H -0.27 0.86 -1.46  0.322
H 0.90 -1.76 -1.08  0.289
H 1.87 0.43 1.86  0.420
H 1.34 -0.40 -2.22  0.312
H 1.23 -1.17 1.88  0.282

Results
total charge	0
orbital gap (spin up / spin down)	8.4 / 8.5	eV

(three)
Formula: C4H10N2OS
Source: the Open Molecules 2025 dataset
Level of theory: the ωB97M-V functional and the def2-TZVPD basis

Last column: Mulliken charge in e.
Cartesian coordinates (Å):
S 1.87 -0.82 0.14  -0.194
O -1.19 -1.09 0.11  -0.248
N -0.11 2.43 -0.47  -0.721
N 1.22 0.45 -0.80  -0.224
C -1.88 -1.19 -1.14  -0.595
C -0.60 0.15 1.90  -1.046
C -0.01 1.16 -0.35  0.327
C -1.07 0.24 0.45  -0.178
H 0.67 0.05 1.88  0.082
H -1.65 -0.03 -1.88  0.244
H 1.93 -1.97 -0.70  0.150
H -0.88 1.08 2.45  0.331
H 1.83 1.30 -1.04  0.348
H -3.27 -1.61 -0.56  0.226
H -1.30 2.56 -0.51  0.313
H -1.14 -2.29 -1.70  0.219
H -1.96 0.95 0.17  0.561
H -1.10 -0.49 2.61  0.405

Results
total charge	0
orbital gap	9.3	eV

(four)
Formula: C4H10N2OS
Source: the Open Molecules 2025 dataset
Level of theory: the ωB97M-V functional and the def2-TZVPD basis

Last column: Mulliken charge in e.
Cartesian coordinates (Å):
S -1.99 -0.96 -0.80  -0.546
O 1.67 1.27 -0.46  -0.753
N 1.95 -1.09 -1.15  -0.166
N 0.12 1.05 1.14  -0.234
C -1.17 0.42 1.30  -0.879
C -2.05 0.60 0.10  -0.437
C 0.88 -0.87 -0.16  -0.865
C 0.93 0.52 0.20  0.693
H -1.64 0.80 2.21  0.369
H 1.63 -1.57 -1.98  0.311
H 2.73 -1.59 -0.75  0.319
H -0.99 -0.64 1.46  0.403
H -1.53 1.33 -0.52  0.214
H -3.03 1.00 0.31  0.335
H 0.02 -0.60 -0.77  -0.023
H 0.10 2.05 1.08  0.286
H 2.19 -0.05 -1.28  0.378
H 0.18 -1.66 0.07  0.596

Results
total charge	0
orbital gap	6.5	eV
SMILES	[NH3+]CC(=O)NCC[S-]

In terms of stability, (four) leads; the second structure lies 119.9 kJ/mol higher.

(one)
Formula: C4H5NS2
Source: the Open Molecules 2025 dataset
Level of theory: the ωB97M-V functional and the def2-TZVPD basis

Last column: Mulliken charge in e.
Cartesian coordinates (Å):
S -3.05 -1.26 0.06  -0.240
S 3.04 -1.24 -0.15  -0.245
N -0.02 1.33 -0.13  -0.578
C 1.80 -0.36 0.39  -0.413
C 0.65 0.07 -0.43  0.177
C -0.69 0.11 0.29  0.215
C -1.89 -0.28 -0.48  -0.497
H -1.95 0.18 -1.50  0.300
H 0.41 1.80 0.69  0.279
H 1.76 0.00 1.43  0.239
H -0.73 -0.18 1.33  0.403
H 0.68 -0.19 -1.50  0.359

Results
total charge	0
orbital gap	8.1	eV
SMILES	S=C[C@@H]1N[C@H]1C=S

(two)
Formula: C4H5NS2
Source: the Open Molecules 2025 dataset
Level of theory: the ωB97M-V functional and the def2-TZVPD basis

Last column: Mulliken charge in e.
Cartesian coordinates (Å):
S 3.08 0.11 -0.58  -0.032
S 2.34 1.58 0.42  -0.360
N -0.18 -0.77 -0.99  -0.481
C 2.29 -1.20 -0.10  0.133
C -0.46 0.29 -0.62  0.605
C -1.12 1.55 -0.42  -1.005
C 1.78 -2.24 0.45  -0.297
H -1.69 1.75 -1.23  0.333
H 2.37 -3.06 0.95  0.239
H 0.75 -2.55 0.52  0.320
H -1.67 1.61 0.46  0.290
H -0.47 2.47 -0.39  0.255

Results
total charge	0
orbital gap (spin up / spin down)	7.5 / 7.5	eV

(three)
Formula: C4H5NS2
Source: the Open Molecules 2025 dataset
Level of theory: the ωB97M-V functional and the def2-TZVPD basis

Last column: Mulliken charge in e.
Cartesian coordinates (Å):
S -1.48 -1.99 0.89  -0.091
S 0.43 -2.86 1.13  -0.243
N -0.96 -0.16 -2.30  -0.455
C -1.06 -0.44 0.15  -0.664
C 0.94 1.77 -0.19  -0.090
C 1.44 0.70 -0.06  -0.632
C -0.90 -0.30 -1.13  0.596
H 0.02 0.06 -2.69  0.343
H 0.07 2.52 -0.27  0.309
H 2.02 -0.16 0.04  0.437
H -1.20 0.37 0.94  0.321
H 0.82 -2.07 2.21  0.167

Results
total charge	0
orbital gap	9.0	eV
SMILES	N=C=CSS.C#C

(four)
Formula: C4H5NS2
Source: the Open Molecules 2025 dataset
Level of theory: the ωB97M-V functional and the def2-TZVPD basis

Last column: Mulliken charge in e.
Cartesian coordinates (Å):
S 0.81 1.77 0.00  -0.159
S 3.33 0.17 0.21  -0.319
N 0.91 -0.72 -0.06  -0.435
C 1.77 0.35 -0.07  0.260
C -1.43 -0.11 0.74  -0.651
C -0.82 0.97 -0.18  -0.391
C -0.53 -0.47 -0.41  0.041
H 1.50 -1.65 -0.80  0.346
H -2.44 -0.63 1.04  0.272
H -0.72 -1.12 -1.36  0.291
H -1.58 1.50 -0.67  0.441
H -0.80 -0.06 1.57  0.302

Results
total charge	0
orbital gap	8.8	eV

In terms of stability, (one) leads; the second structure lies 100.8 kJ/mol higher.

(one)
Formula: C4H5NS2
Source: the Open Molecules 2025 dataset
Level of theory: the ωB97M-V functional and the def2-TZVPD basis

Last column: Mulliken charge in e.
Cartesian coordinates (Å):
S 2.18 1.62 -1.24  -0.301
S -0.97 1.68 2.25  -0.303
N 0.16 0.44 0.13  0.085
C -0.71 -0.68 0.28  0.370
C 0.06 1.51 1.01  0.007
C -0.74 -1.79 -0.45  -1.002
C 1.11 0.46 -0.88  0.093
H -1.37 -0.54 1.11  0.235
H -0.09 -1.99 -1.31  0.255
H -1.47 -2.53 -0.21  0.254
H 1.07 -0.45 -1.46  0.106
H 0.78 2.28 0.76  0.202

Results
total charge	0
orbital gap	8.0	eV
SMILES	C=CN(C=S)C=S

(two)
Formula: C4H5NS2
Source: the Open Molecules 2025 dataset
Level of theory: the ωB97M-V functional and the def2-TZVPD basis

Last column: Mulliken charge in e.
Cartesian coordinates (Å):
S 0.86 1.69 0.08  -0.061
S 3.13 -0.21 -0.19  -0.248
N -0.51 -1.69 -0.12  -0.530
C 0.39 -0.72 0.59  -0.049
C -0.93 1.09 -0.22  -0.606
C 1.60 0.07 0.23  0.053
C -0.47 -0.35 -0.59  -0.118
H 0.11 -0.40 -1.51  0.356
H -0.08 -0.43 1.54  0.264
H -1.48 1.20 0.71  0.293
H -1.28 -1.97 0.52  0.290
H -1.34 1.71 -1.03  0.356

Results
total charge	0
orbital gap	8.4	eV
SMILES	S=C1SC[C@@H]2N[C@@H]12

In terms of stability, (one) leads; the second structure lies 243.4 kJ/mol higher.